one:
6
Properties=species:S:1:pos:R:3 method="wB97M-V/def2-TZVPD" spin_multiplicity=1 homo_ev="-8.68 / -8.68" orbital_gap_ev="5.96 / 5.96"
Br -1.936 -1.344 0.113
Br -1.113 1.833 0.246
S 1.822 -0.811 0.729
F -0.601 0.028 -1.789
C -0.829 0.110 -0.477
H 2.657 0.183 1.179

***

two:
6
Properties=species:S:1:pos:R:3 method="wB97M-V/def2-TZVPD" spin_multiplicity=1 homo_ev="-10.14 / -10.14" orbital_gap_ev="9.34 / 9.34" smiles="FC(=S)Br.Br"
Br -1.512 1.290 0.443
Br 3.355 0.788 -0.517
S -2.531 -1.850 0.174
F -0.155 -0.970 0.585
C -1.449 -0.703 0.462
H 2.291 1.445 -1.146

***

Most stable = two

***

one:
17
Properties=species:S:1:pos:R:3 method="wB97M-V/def2-TZVPD" spin_multiplicity=1 total_charge=-1 homo_ev=-3.53 orbital_gap_ev=5.76
O -0.726 -0.356 -2.533
O 1.401 0.188 -2.042
N 0.701 -0.450 0.650
N -1.019 0.100 2.865
C 0.049 0.751 0.754
C -0.327 1.128 2.204
C 0.304 -0.359 -1.831
C 0.205 -1.214 -0.528
H 0.674 1.191 2.625
H -1.043 0.562 0.174
H -0.867 2.074 2.162
H 0.565 1.559 0.213
H 0.803 -2.106 -0.679
H 0.345 -0.912 1.509
H -1.795 0.671 -0.120
H -0.842 -1.494 -0.375
H -2.007 0.089 2.639

***

two:
17
Properties=species:S:1:pos:R:3 method="wB97M-V/def2-TZVPD" spin_multiplicity=1 total_charge=-1 homo_ev=-3.72 orbital_gap_ev=7.09
O 1.547 2.504 0.796
O -2.089 -1.447 -0.676
N 0.074 -2.327 -0.840
N 0.970 0.275 -0.143
C 1.747 1.244 0.914
C -0.302 0.045 -0.014
C -1.171 1.137 0.574
C -0.867 -1.155 -0.966
H -0.515 2.007 0.623
H -1.652 0.902 1.502
H 0.601 -0.454 0.742
H -1.921 1.341 -0.195
H -0.396 -2.954 -0.207
H 1.445 0.755 1.891
H 0.960 -2.073 -0.395
H -0.620 -0.718 -1.962
H 2.791 0.893 0.762

***

three:
17
Properties=species:S:1:pos:R:3 method="wB97M-V/def2-TZVPD" spin_multiplicity=1 total_charge=-1 homo_ev=-2.96 orbital_gap_ev=6.13
O 2.944 0.138 -0.873
O -2.540 0.888 -0.800
N 2.129 0.063 1.312
N -0.870 0.494 1.256
C 0.603 0.225 -0.735
C -0.619 -0.315 0.040
C -1.951 -0.345 -0.733
C 2.000 -0.002 -0.078
H 0.833 -0.338 -1.636
H -1.810 -0.722 -1.762
H -2.592 -1.013 -0.120
H -0.298 -1.333 0.326
H 1.223 -0.150 1.736
H 0.634 1.314 -0.873
H -1.710 1.017 0.896
H 2.074 -1.005 0.621
H -0.052 1.086 1.423

***

Most stable = three

***

one:
14
Properties=species:S:1:pos:R:3 method="wB97M-V/def2-TZVPD" spin_multiplicity=1 total_charge=+1 homo_ev="-14.95 / -14.95" orbital_gap_ev="9.04 / 9.04" smiles="O=N[C@H]1[NH2+]CCO1"
O -1.421 0.605 -1.686
O -0.615 -1.391 0.413
N 0.870 0.380 -0.545
N -1.068 -0.540 -1.746
C 0.548 0.544 0.898
C 0.131 -0.824 -1.037
C -0.812 -0.212 1.087
H 0.557 1.303 -0.923
H -0.972 -0.547 2.015
H 1.200 -0.194 1.571
H -1.575 0.566 0.765
H 0.394 1.519 1.312
H 0.910 -1.576 -1.324
H 1.851 0.367 -0.801

***

two:
14
Properties=species:S:1:pos:R:3 method="wB97M-V/def2-TZVPD" spin_multiplicity=1 total_charge=+1 homo_ev="-12.79 / -12.80" orbital_gap_ev="8.15 / 8.15"
O 0.239 -1.300 0.475
O 3.060 -0.382 -0.280
N -0.296 0.964 0.456
N 2.209 0.368 -0.315
C -1.392 0.200 -0.279
C 0.680 -0.094 0.949
C -0.494 -1.010 -0.689
H -1.625 0.894 -1.017
H 1.062 -0.021 1.936
H -2.147 -0.162 0.299
H 0.322 1.602 -0.201
H 0.068 -0.676 -1.606
H -0.588 1.462 1.226
H -1.097 -1.848 -0.955

***

Most stable = two

***

one:
47
Properties=species:S:1:pos:R:3 method="wB97M-V/def2-TZVPD" spin_multiplicity=1 homo_ev=-8.11 orbital_gap_ev=7.83 smiles="CCCCNC(=O)c1onc(CSc2ccc(C)c(C)c2)c1C(=O)O"
S -3.826 -2.315 -0.412
O 0.633 -4.084 -1.465
O 2.389 -2.296 -0.670
O -1.336 -4.771 -0.741
O -0.036 -1.146 1.647
N 2.514 -0.754 0.983
N -1.316 -1.509 1.883
C 3.868 -0.331 0.707
C 3.912 1.125 0.243
C -0.473 -2.837 0.271
C -2.963 -3.071 1.025
C -1.606 -2.505 1.088
C -3.352 1.624 -1.054
C -3.647 -0.575 -0.099
C 6.089 0.941 -1.066
C -3.258 3.660 0.425
C 5.341 1.637 0.065
C -3.393 2.180 0.229
C -3.471 0.252 -1.200
C -3.175 2.495 -2.260
C -3.708 -0.026 1.172
C -3.569 1.341 1.320
C -0.430 -3.978 -0.695
C 1.878 -1.681 0.261
C 0.482 -1.929 0.680
H -4.054 4.189 -0.097
H -3.990 3.214 -2.333
H -3.859 -0.645 2.040
H 5.527 1.010 -1.994
H 2.004 -0.270 1.708
H 5.297 2.707 -0.146
H -2.243 3.056 -2.198
H 3.371 1.215 -0.701
H 4.468 -0.451 1.615
H -3.523 -2.877 1.936
H -3.308 3.914 1.480
H -3.608 1.765 2.313
H 6.256 -0.109 -0.840
H 5.890 1.508 1.000
H -3.433 -0.193 -2.184
H -2.309 4.017 0.027
H 7.058 1.410 -1.218
H 1.354 -3.420 -1.283
H -3.160 1.897 -3.167
H 4.252 -0.997 -0.067
H -2.936 -4.133 0.786
H 3.402 1.746 0.984

***

two:
47
Properties=species:S:1:pos:R:3 method="wB97M-V/def2-TZVPD" spin_multiplicity=1 homo_ev=-8.02 orbital_gap_ev=8.02
S 5.156 -0.149 -0.526
O 2.214 -0.942 1.026
O -1.670 2.275 0.790
O 0.243 1.018 -2.266
O -4.391 -0.757 -0.017
N 1.572 -1.446 -1.099
N 0.949 1.385 -0.117
C -1.430 1.841 -0.535
C -1.549 -2.046 -1.675
C -2.332 -1.487 0.829
C 4.702 1.480 -0.029
C -3.688 2.332 -0.282
C 0.712 -2.396 -0.823
C 2.160 0.927 -0.233
C -0.104 1.319 -1.008
C -2.875 -1.612 -1.447
C -5.016 -0.533 1.364
C 3.199 1.604 0.623
C -2.633 1.777 -1.431
C -2.921 2.602 0.788
C -0.720 -2.262 -0.325
C 2.061 -0.435 0.058
C -1.115 -1.830 0.818
C -3.197 -1.288 -0.107
C 5.339 -1.039 1.077
H 3.242 1.218 1.517
H 5.789 -1.948 0.950
H -5.961 -0.291 1.114
H 2.363 1.178 -1.326
H 1.156 -2.990 0.199
H 5.441 2.012 0.529
H -4.472 0.219 1.764
H 6.062 -0.071 1.717
H 0.686 1.945 0.743
H -2.760 -0.955 1.904
H -0.416 -1.913 1.622
H -2.707 1.296 -2.360
H -4.846 -1.450 1.950
H 0.794 -3.088 -1.337
H 4.423 -1.026 1.412
H 3.036 2.721 0.888
H -3.260 3.022 1.439
H 4.690 2.044 -1.166
H -3.486 -1.631 -2.177
H -1.267 -2.152 -2.525
H 1.361 -0.851 -1.673
H -4.533 2.376 -0.639

***

Most stable = one

***

one:
19
Properties=species:S:1:pos:R:3 method="wB97M-V/def2-TZVPD" spin_multiplicity=1 total_charge=+1 homo_ev=-14.25 orbital_gap_ev=10.26
O 1.587 -1.716 4.193
O 0.500 0.050 -3.223
N -0.262 -0.620 -0.834
C -0.089 0.954 -2.700
C 0.446 -1.068 0.404
C -1.277 1.617 -0.472
C -0.152 0.889 -1.131
H 0.856 1.135 -0.794
H 0.116 -0.402 1.192
H 1.609 -2.382 4.886
H -0.281 1.941 -3.148
H 1.506 -1.106 0.124
H 1.021 -1.011 4.545
H 0.031 -1.021 -1.742
H -1.368 1.388 0.581
H -1.263 -0.804 -0.764
H 0.263 -2.139 0.475
H -2.190 1.600 -1.067
H -1.053 2.696 -0.525

***

two:
19
Properties=species:S:1:pos:R:3 method="wB97M-V/def2-TZVPD" spin_multiplicity=1 total_charge=+1 homo_ev=-14.58 orbital_gap_ev=11.36
O -0.700 -1.658 0.831
O -3.099 0.969 1.137
N -0.652 0.769 -0.159
C 1.546 0.009 -0.938
C 0.032 -0.273 -0.972
C 2.190 -0.121 0.449
C -0.299 -1.590 -0.297
H 2.010 -0.615 -1.698
H -0.292 0.693 0.809
H 3.090 -0.715 0.313
H 1.690 1.006 -1.334
H -1.676 0.650 -0.023
H -0.445 1.740 -0.392
H -0.395 -0.298 -1.974
H 2.542 0.794 0.923
H 1.635 -0.739 1.161
H -4.007 0.671 1.029
H -0.221 -2.489 -0.925
H -2.949 1.198 2.060

***

three:
19
Properties=species:S:1:pos:R:3 method="wB97M-V/def2-TZVPD" spin_multiplicity=1 total_charge=+1 homo_ev=-14.05 orbital_gap_ev=9.70
O -3.196 -0.760 -0.613
O 3.105 0.078 -0.616
N 0.372 -0.105 -0.767
C 0.129 0.615 0.452
C 0.105 1.937 0.424
C -0.326 -1.090 -1.161
C -0.031 -0.201 1.703
H -0.015 -1.717 -1.984
H 3.655 -0.628 -0.259
H 0.399 0.314 2.557
H 1.272 0.046 -1.244
H -3.873 -1.369 -0.298
H 3.695 0.785 -0.893
H -1.075 -0.443 1.894
H 0.248 2.473 -0.509
H -3.679 -0.025 -1.004
H -0.050 2.474 1.343
H 0.549 -1.125 1.638
H -1.284 -1.258 -0.663

***

Most stable = two